Record 1
Formula: C6H10O
Source: the OMol25 dataset
Level of theory: the ωB97M-V functional and the def2-TZVPD basis

Last column: Löwdin charge in e.
Atoms and positions in Å:
C: -1.091 -1.003 -0.534  -0.15
C: 0.237 -1.163 -0.597  -0.14
C: 1.233 -0.074 -0.984  -0.14
C: 1.627 0.419 0.418  -0.19
O: 0.562 -0.144 1.236  -0.23
C: -0.855 0.553 1.098  -0.07
C: -1.624 0.375 -0.267  -0.17
H: -1.703 -1.814 -0.143  0.10
H: 0.672 -2.121 -0.342  0.11
H: 2.042 -0.491 -1.602  0.11
H: 0.753 0.715 -1.571  0.10
H: 2.651 0.070 0.693  0.13
H: 1.638 1.503 0.578  0.11
H: -0.555 1.560 1.350  0.10
H: -1.477 0.092 1.884  0.12
H: -2.735 0.371 -0.212  0.11
H: -1.376 1.152 -1.005  0.10

Summary:
**HOMO**: -8.332 eV
**Max |F|**: 2.3 eV/A
**HOMO-LUMO gap**: 9.452 eV
**LUMO**: 1.12 eV
**Relative energy (zero: lowest compared OMol25 entry of this formula, charge and spin)**: 250.3 kJ/mol



Record 2
Formula: C22H36N4O3
Source: the OMol25 dataset
Level of theory: the ωB97M-V functional and the def2-TZVPD basis

Last column: Löwdin charge in e.
Atoms and positions in Å:
C: -0.111 -3.177 -2.508  -0.11
O: -0.525 -2.340 -1.453  -0.21
C: -1.536 -1.431 -1.849  -0.24
C: -1.895 -0.587 -0.646  -0.17
C: -0.735 0.298 -0.193  -0.21
C: -0.914 0.844 1.217  -0.10
C: -1.052 -0.202 2.313  -0.49
O: -1.739 -0.003 3.301  0.06
N: -0.342 -1.348 2.140  0.11
C: -0.512 -2.490 3.037  -0.31
C: -0.091 -3.762 2.312  -0.13
C: 1.410 -3.825 2.046  -0.14
C: 2.209 -3.661 3.342  -0.27
N: 3.671 -3.773 3.100  -0.03
C: 4.563 -3.025 3.978  -0.05
C: 4.103 -5.006 2.670  -0.38
O: 3.325 -5.889 2.327  0.05
C: 5.557 -5.298 2.570  -0.12
C: 6.641 -5.165 3.405  -0.10
N: 7.716 -5.850 2.926  0.11
C: 7.305 -6.395 1.800  -0.30
N: 6.009 -6.110 1.543  0.04
C: 5.264 -6.594 0.383  -0.11
C: 6.228 -7.054 -0.699  -0.15
C: 7.297 -7.985 -0.134  -0.39
C: 8.160 -8.591 -1.231  -0.07
C: 8.146 -7.198 0.864  -0.08
C: 1.817 -2.357 4.033  -0.15
C: 0.316 -2.315 4.307  -0.13
H: 0.657 -3.843 -2.119  0.09
H: -0.945 -3.779 -2.888  0.09
H: 0.306 -2.595 -3.337  0.09
H: -1.171 -0.804 -2.676  0.13
H: -2.411 -1.984 -2.212  0.12
H: -2.769 0.028 -0.874  0.12
H: -2.189 -1.268 0.157  0.12
H: 0.200 -0.264 -0.269  0.11
H: -0.622 1.132 -0.891  0.12
H: -0.059 1.470 1.488  0.12
H: -1.802 1.473 1.291  0.12
H: 0.029 -1.536 1.222  0.11
H: -1.568 -2.541 3.309  0.15
H: -0.382 -4.616 2.930  0.13
H: -0.640 -3.853 1.370  0.11
H: 1.656 -4.764 1.566  0.10
H: 1.716 -3.024 1.362  0.12
H: 1.932 -4.493 4.006  0.16
H: 5.560 -3.015 3.551  0.08
H: 4.238 -1.993 4.046  0.08
H: 4.605 -3.447 4.988  0.11
H: 6.698 -4.646 4.346  0.10
H: 4.615 -7.410 0.702  0.13
H: 4.618 -5.795 0.024  0.13
H: 5.653 -7.556 -1.480  0.12
H: 6.716 -6.189 -1.162  0.13
H: 6.790 -8.794 0.405  0.15
H: 8.649 -7.805 -1.811  0.08
H: 8.939 -9.230 -0.812  0.08
H: 7.562 -9.193 -1.917  0.08
H: 8.808 -6.519 0.315  0.13
H: 8.790 -7.854 1.451  0.13
H: 2.343 -2.238 4.980  0.11
H: 2.095 -1.510 3.396  0.12
H: 0.046 -1.372 4.783  0.12
H: 0.048 -3.117 5.002  0.12

Summary:
**HOMO**: -8.532 eV
**Max |F|**: 0.4 eV/A
**HOMO-LUMO gap**: 9.105 eV
**LUMO**: 0.57 eV
**Relative energy (zero: lowest compared OMol25 entry of this formula, charge and spin)**: 43.9 kJ/mol



Record 3
Formula: C7H18N2SSi
Source: the OMol25 dataset
Level of theory: the ωB97M-V functional and the def2-TZVPD basis

Last column: Löwdin charge in e.
Atoms and positions in Å:
C: 2.559 0.860 0.420  -0.04
C: 1.837 2.541 -1.343  -0.11
C: 1.959 0.137 -1.978  -0.08
C: -3.228 0.103 0.898  -0.21
C: -0.644 -1.160 2.380  -0.16
C: -1.968 -2.780 0.110  -0.18
C: 1.875 1.159 -0.933  -0.40
N: -0.467 1.218 -0.513  -0.38
N: -0.754 -0.161 -0.366  -0.53
Si: -1.692 -0.960 0.832  0.41
S: -1.343 0.658 -1.789  0.78
H: 2.574 1.632 1.181  0.07
H: 2.120 0.041 1.069  0.09
H: 3.500 0.451 0.198  0.05
H: 1.789 3.181 -0.548  0.04
H: 2.774 2.934 -1.870  0.12
H: 0.903 2.562 -2.054  0.11
H: 2.927 -0.241 -1.866  0.08
H: 1.315 -0.714 -1.740  0.08
H: 1.600 0.654 -2.803  0.05
H: -3.786 -0.078 1.756  -0.02
H: -2.907 1.194 0.828  0.05
H: -4.033 0.035 0.129  0.04
H: -1.179 -1.547 3.266  0.04
H: 0.104 -1.926 2.121  0.03
H: -0.108 -0.276 2.545  -0.01
H: -0.928 -3.310 0.310  0.05
H: -2.645 -3.371 0.752  0.01
H: -2.155 -2.836 -0.990  0.02

Summary:
**HOMO (spin up / spin down)**: -7.710 / -6.959 eV
**Max |F|**: 4.0 eV/A
**HOMO-LUMO gap (spin up / spin down)**: 8.302 / 7.261 eV
**LUMO (spin up / spin down)**: 0.59 / 0.30 eV
**Relative energy (zero: lowest compared OMol25 entry of this formula, charge and spin)**: 332.4 kJ/mol



Record 4
Formula: C24H38F3IO17S
Source: the OMol25 dataset
Level of theory: the ωB97M-V functional and the def2-TZVPD basis

Last column: Löwdin charge in e.
Atoms and positions in Å:
C: 0.008 -4.379 1.096  -0.11
C: 0.021 -2.770 1.261  -0.30
C: -0.744 -2.006 0.037  -0.58
I: 0.817 -0.740 -0.901  0.86
C: -1.943 -1.076 0.520  -0.06
C: -3.056 -1.456 1.322  -0.08
S: -3.528 -3.080 2.063  0.87
O: -4.696 -2.860 3.009  -0.30
O: -2.453 -3.753 2.864  -0.30
C: -4.167 -4.150 0.652  -0.44
F: -3.200 -5.109 0.289  0.08
F: -4.404 -3.285 -0.448  0.06
F: -5.413 -4.694 1.012  0.10
C: -4.000 -0.199 1.572  -0.31
O: -5.158 -0.102 2.010  0.14
O: -3.299 0.976 1.136  0.10
C: -2.283 0.458 0.254  -0.31
O: -1.876 1.277 -0.587  0.09
H: -0.317 -4.936 2.038  0.07
H: -0.653 -4.667 0.192  0.07
H: 1.080 -4.709 0.822  0.08
H: 1.136 -2.470 1.285  0.06
H: -0.425 -2.395 2.241  0.10
H: -1.041 -2.747 -0.799  0.10
C: -6.675 -1.719 -3.144  -0.07
C: -6.565 -2.606 -4.370  -0.21
O: -6.307 -1.833 -5.549  0.03
C: -5.050 -1.373 -5.677  -0.59
O: -4.143 -1.558 -4.903  0.12
O: -4.987 -0.646 -6.805  0.00
C: -3.727 -0.006 -7.007  -0.05
H: -7.425 -0.939 -3.300  0.08
H: -6.950 -2.307 -2.266  0.08
H: -5.730 -1.213 -2.933  0.07
H: -7.517 -3.115 -4.533  0.12
H: -5.802 -3.380 -4.245  0.12
H: -2.906 -0.725 -6.970  0.10
H: -3.587 0.780 -6.263  0.10
H: -3.737 0.453 -7.997  0.10
C: 4.490 2.164 3.252  -0.06
C: 4.971 1.050 2.342  -0.20
O: 5.214 -0.156 3.079  0.01
C: 4.118 -0.838 3.456  -0.58
O: 2.974 -0.529 3.226  0.12
O: 4.516 -1.911 4.160  -0.02
C: 3.441 -2.667 4.715  -0.03
H: 5.192 2.317 4.076  0.08
H: 4.385 3.098 2.696  0.08
H: 3.523 1.924 3.700  0.08
H: 5.924 1.338 1.893  0.12
H: 4.271 0.864 1.523  0.12
H: 2.723 -2.960 3.946  0.09
H: 2.949 -2.092 5.502  0.10
H: 3.861 -3.572 5.158  0.10
C: -1.762 6.499 -6.392  -0.07
C: -2.247 6.252 -7.808  -0.22
O: -2.842 4.954 -7.935  0.03
C: -4.074 4.826 -7.412  -0.59
O: -4.707 5.694 -6.864  0.12
O: -4.467 3.552 -7.583  -0.01
C: -5.722 3.253 -6.973  -0.04
H: -1.087 5.701 -6.072  0.08
H: -1.240 7.455 -6.324  0.08
H: -2.593 6.514 -5.683  0.07
H: -1.393 6.271 -8.489  0.12
H: -2.943 7.027 -8.140  0.12
H: -6.501 3.941 -7.307  0.10
H: -5.623 3.281 -5.886  0.10
H: -6.007 2.241 -7.268  0.09
C: 8.015 -0.035 4.782  -0.05
C: 6.864 -0.138 5.766  -0.21
O: 7.319 -0.588 7.049  0.04
C: 7.968 0.327 7.789  -0.59
O: 8.189 1.471 7.473  0.12
O: 8.353 -0.262 8.934  0.00
C: 9.150 0.574 9.770  -0.05
H: 8.555 -0.983 4.722  0.09
H: 7.650 0.231 3.788  0.07
H: 8.738 0.723 5.093  0.08
H: 6.152 -0.882 5.408  0.10
H: 6.323 0.808 5.859  0.12
H: 8.649 1.522 9.978  0.10
H: 10.123 0.747 9.305  0.10
H: 9.306 0.053 10.716  0.09

Summary:
**HOMO**: -9.866 eV
**Max |F|**: 7.4 eV/A
**HOMO-LUMO gap**: 7.479 eV
**LUMO**: -2.39 eV



- Among the records above, which one has the lowest max |F|?
  C22H36N4O3



- What is the formula in the third record?
  C7H18N2SSi



- What is the max |F| in the third record?
  4.0 eV/A